The following is a quantum chemistry calculation of a molecular structure, C49H62AsGe2N9O2SW in a non-equilibrium geometry, from the Open Molecules 2025 dataset.

## Properties
<S²> = 1.20
spin multiplicity = 2
charge = +3
strongest force on any atom = 3.8 eV/A
lowest unoccupied orbital energy (spin up / spin down) = -9.90 / -9.07 eV
orbital gap (spin up / spin down) = 4.33 / 5.47 eV
energy relative to the best compared isomer or geometry (same formula, charge and spin) = 0.713 eV

XYZ file:
```
127
Properties=species:S:1:pos:R:3:mulliken_spin:R:1
W 0.339 0.851 0.241 0.9678
C -0.354 2.259 -6.083 -0.0009
C 0.533 2.856 -4.998 0.0009
N 0.985 1.819 -4.091 -0.0098
C 0.877 1.814 -2.765 0.0295
S 1.327 0.333 -1.927 0.0085
N 0.423 2.827 -2.090 -0.0146
N 0.397 2.681 -0.725 -0.0472
C -0.051 3.761 -0.036 0.0646
C -0.342 5.069 -0.694 0.0024
C -0.132 3.541 1.358 0.0441
C -0.541 4.498 2.305 0.0246
C -0.453 4.220 3.653 0.0255
C 0.121 3.001 4.050 0.0061
C 0.475 2.078 3.098 0.0339
N 0.274 2.252 1.753 0.0189
H -0.625 3.033 -6.794 -0.0002
H -1.265 1.837 -5.667 0.0004
H 0.175 1.475 -6.619 0.0001
H 0.001 3.606 -4.415 0.0001
H 1.406 3.326 -5.462 -0.0007
H 1.356 0.984 -4.520 0.0004
H 0.056 5.060 -1.707 0.0000
H 0.108 5.890 -0.139 0.0013
H -1.419 5.242 -0.744 0.0058
H -0.930 5.439 1.955 0.0013
H -0.776 4.938 4.388 -0.0012
H 0.293 2.788 5.092 0.0010
H 0.968 1.147 3.392 0.0132
N 0.019 -2.346 -2.282 0.0084
C 0.754 -2.989 -1.213 0.0036
C 0.648 -4.523 -1.132 0.0009
C -0.791 -5.002 -0.882 0.0011
C -0.865 -6.184 0.079 -0.0001
N -0.331 -5.795 1.378 -0.0002
C -0.079 -6.638 2.370 -0.0001
N 0.489 -6.187 3.492 0.0000
N -0.393 -7.925 2.266 0.0000
C 0.365 -2.303 0.098 -0.0093
O 0.451 -2.848 1.203 0.0188
O -0.009 -1.065 -0.011 -0.0676
H -0.929 -2.700 -2.348 0.0026
H 0.475 -2.486 -3.175 -0.0005
H 1.819 -2.730 -1.345 -0.0021
H 1.311 -4.858 -0.334 -0.0001
H 1.025 -4.934 -2.069 0.0002
H -1.256 -5.311 -1.820 0.0001
H -1.388 -4.188 -0.463 0.0001
H -0.291 -7.024 -0.324 -0.0001
H -1.913 -6.487 0.191 0.0000
H -0.070 -4.814 1.466 0.0006
H 0.755 -5.222 3.590 0.0000
H 0.668 -6.798 4.271 0.0000
H -0.861 -8.285 1.452 0.0000
H -0.200 -8.578 3.006 0.0000
C 4.836 -0.387 5.457 -0.0015
C 4.043 -1.415 4.970 -0.0004
C 3.362 -1.251 3.776 -0.0057
C 3.483 -0.061 3.055 0.0025
C 4.272 0.972 3.551 0.0016
C 4.945 0.803 4.752 0.0005
As 2.498 0.021 1.308 0.0312
C 3.215 1.657 0.478 0.0313
C 2.941 2.984 0.804 0.0239
C 3.421 4.007 -0.001 -0.0131
C 4.183 3.717 -1.122 0.0132
C 4.550 2.410 -1.392 -0.0082
C 4.088 1.370 -0.593 0.0218
C 4.478 -0.032 -0.704 -0.0132
C 5.448 -0.538 -1.564 -0.0025
C 5.800 -1.874 -1.498 -0.0037
C 5.190 -2.722 -0.587 0.0045
C 4.208 -2.242 0.269 0.0030
C 3.856 -0.900 0.214 0.0212
H 5.377 -0.515 6.382 -0.0001
H 3.965 -2.341 5.520 0.0000
H 2.731 -2.042 3.370 -0.0007
H 4.365 1.901 2.999 -0.0006
H 5.563 1.601 5.134 0.0001
H 2.416 3.235 1.720 0.0061
H 3.208 5.032 0.260 0.0009
H 4.525 4.516 -1.761 0.0000
H 5.208 2.198 -2.219 0.0006
H 5.944 0.115 -2.265 0.0000
H 6.572 -2.252 -2.149 -0.0001
H 5.491 -3.756 -0.527 0.0002
H 3.732 -2.889 0.999 0.0005
C -4.236 3.879 0.000 -0.0170
Ge -3.732 2.644 -1.478 -0.1497
C -2.847 3.592 -2.992 -0.0642
C -5.334 1.600 -1.995 -0.0241
Ge -1.983 0.970 -0.580 0.1157
C -2.550 -0.536 -1.762 -0.0364
C -2.642 -0.299 -3.137 0.0340
C -3.138 -1.253 -4.006 0.0042
C -3.582 -2.470 -3.511 -0.0137
C -3.464 -2.742 -2.156 0.0055
C -2.933 -1.795 -1.297 0.0039
C -3.165 0.694 1.011 -0.0865
C -4.315 -0.098 1.055 -0.0186
C -5.194 -0.033 2.122 0.0133
C -4.945 0.822 3.184 -0.0275
C -3.810 1.621 3.167 0.0128
C -2.946 1.561 2.092 -0.0056
H -5.061 4.483 -0.375 -0.0062
H -3.434 4.546 0.303 0.0022
H -4.593 3.336 0.871 0.0010
H -3.151 4.635 -2.976 -0.0025
H -3.156 3.159 -3.939 -0.0069
H -1.764 3.542 -2.912 0.0200
H -5.981 2.285 -2.537 -0.0060
H -5.867 1.255 -1.115 0.0009
H -5.110 0.756 -2.636 -0.0013
H -2.332 0.667 -3.524 -0.0082
H -3.205 -1.047 -5.063 0.0003
H -4.011 -3.205 -4.174 -0.0004
H -3.806 -3.689 -1.766 -0.0003
H -2.808 -2.036 -0.247 0.0037
H -4.533 -0.751 0.223 -0.0015
H -6.090 -0.638 2.110 0.0001
H -5.637 0.882 4.009 -0.0004
H -3.623 2.307 3.978 -0.0003
H -2.091 2.226 2.068 -0.0155
N -0.733 -0.437 2.341 0.0179
H -0.211 -1.325 2.385 0.0038
H -1.677 -0.706 2.042 0.0060
H -0.855 -0.128 3.307 0.0029
```


The following is a quantum chemistry calculation of a molecular structure, C49H63ClN4SeTl, from the Open Molecules 2025 dataset.

## Properties
charge = -1
strongest force on any atom = 1.0 eV/A
lowest unoccupied orbital energy = 2.04 eV
orbital gap = 5.88 eV

XYZ file:
```
119
Properties=species:S:1:pos:R:3:mulliken_charge:R:1
Tl 1.043 0.840 -1.109 1.2739
C 5.357 0.683 -2.076 -1.5091
C 5.075 1.303 -0.704 1.5553
C 6.185 2.282 -0.313 -1.7168
C 4.890 0.183 0.306 0.4023
C 5.959 -0.676 0.536 -0.4312
C 5.812 -1.834 1.276 -1.5320
C 4.566 -2.163 1.775 -0.2692
C 3.479 -1.313 1.615 0.5847
C 2.168 -1.695 2.266 2.3191
C 1.679 -3.071 1.807 -1.1291
C 2.290 -1.672 3.792 -1.7605
C 3.647 -0.110 0.907 -0.5122
N 2.586 0.839 0.804 0.7533
C 2.883 2.015 1.245 -0.7481
C 2.197 3.264 1.151 0.9364
C 2.985 4.369 1.549 -0.8752
C 2.536 5.660 1.524 -1.1176
C 1.228 5.898 1.077 -0.8313
C 0.422 4.860 0.708 -1.0339
C 0.843 3.492 0.734 0.5287
N -0.022 2.516 0.408 1.9607
C -1.398 2.773 0.598 -1.6946
C -1.902 2.878 1.929 0.9371
C -3.262 3.065 2.138 -0.2961
C -4.152 3.158 1.085 -1.3973
C -3.666 3.070 -0.206 -0.3140
C -2.315 2.885 -0.474 0.1978
C -1.862 2.942 -1.917 2.6803
C -1.680 4.399 -2.350 -1.6655
C -2.807 2.219 -2.878 -2.0166
C -1.024 2.794 3.172 1.2872
C -0.933 4.143 3.897 -1.6149
C -1.538 1.734 4.157 -1.5193
H 5.442 1.463 -2.834 0.4048
H 4.533 0.029 -2.366 0.2814
H 6.278 0.094 -2.064 0.3195
H 4.151 1.871 -0.813 -0.4417
H 7.154 1.781 -0.254 0.3038
H 5.981 2.742 0.657 0.3213
H 6.258 3.074 -1.059 0.4393
H 6.928 -0.438 0.114 0.2818
H 6.662 -2.483 1.448 0.3555
H 4.431 -3.094 2.312 0.3629
H 1.437 -0.947 1.975 -1.1684
H 2.299 -3.869 2.224 0.5087
H 1.710 -3.139 0.724 0.3108
H 0.650 -3.228 2.133 -0.1881
H 3.011 -2.420 4.127 0.3440
H 1.324 -1.900 4.251 0.3629
H 2.624 -0.695 4.149 0.3791
H 3.832 2.094 1.786 0.5237
H 4.005 4.171 1.860 0.2879
H 3.177 6.479 1.824 0.3799
H 0.853 6.915 1.029 0.3872
H -0.583 5.059 0.360 0.5191
H -3.636 3.147 3.152 0.3121
H -5.208 3.318 1.267 0.3965
H -4.359 3.174 -1.032 0.2484
H -0.890 2.469 -1.993 -1.2335
H -2.612 4.957 -2.227 0.2721
H -1.374 4.442 -3.397 0.4824
H -0.899 4.880 -1.760 0.3405
H -3.746 2.761 -3.010 0.5065
H -3.030 1.213 -2.521 0.3751
H -2.331 2.137 -3.856 0.3576
H -0.017 2.508 2.870 -0.3356
H -1.928 4.515 4.153 0.3011
H -0.442 4.881 3.270 0.3185
H -0.354 4.034 4.817 0.4583
H -2.450 2.066 4.657 0.4103
H -0.785 1.547 4.925 0.4293
H -1.755 0.798 3.643 0.1448
C -2.103 -4.802 2.108 -1.5955
C -2.817 -3.468 2.376 1.9489
C -2.781 -3.205 3.883 -2.0497
C -4.282 -3.579 1.930 -1.7225
C -2.128 -2.363 1.586 0.3414
C -1.543 -1.258 2.188 -0.9349
C -0.894 -0.321 1.399 -0.4881
N -0.803 -0.419 0.083 1.0540
C -1.381 -1.459 -0.529 -0.5901
C -2.049 -2.435 0.198 -0.9374
C -1.264 -1.489 -2.009 0.1578
C -1.730 -2.545 -2.785 -0.3623
C -1.555 -2.529 -4.162 0.2392
C -0.915 -1.417 -4.703 -0.7723
C -0.499 -0.397 -3.866 -1.4489
N -0.672 -0.436 -2.556 0.9724
C -2.029 -3.656 -5.068 1.9556
C -0.817 -4.236 -5.814 -1.7028
C -2.704 -4.792 -4.294 -2.1281
C -3.042 -3.093 -6.076 -1.6361
H -2.613 -5.612 2.633 0.4810
H -1.072 -4.761 2.461 0.3360
H -2.086 -5.042 1.044 0.2970
H -3.274 -4.023 4.410 0.4608
H -3.297 -2.278 4.139 0.3620
H -1.751 -3.146 4.241 0.3336
H -4.774 -4.386 2.478 0.4712
H -4.359 -3.796 0.864 0.2925
H -4.818 -2.650 2.129 0.3830
H -1.556 -1.117 3.258 0.6386
H -0.427 0.556 1.834 0.2163
H -2.499 -3.273 -0.316 0.4381
H -2.215 -3.382 -2.307 0.5608
H -0.718 -1.338 -5.764 0.4659
H 0.010 0.483 -4.250 0.4197
H -0.059 -4.563 -5.100 0.3778
H -0.362 -3.495 -6.471 0.3329
H -1.118 -5.093 -6.420 0.4552
H -2.006 -5.256 -3.595 0.4176
H -3.041 -5.557 -4.994 0.4345
H -3.576 -4.434 -3.745 0.4031
H -2.608 -2.285 -6.665 0.3324
H -3.915 -2.698 -5.553 0.3772
H -3.373 -3.878 -6.759 0.4406
Se 1.931 2.365 -2.755 -0.9381
Cl 1.975 -1.581 -1.660 -0.5831
```


The following is a quantum chemistry calculation of a molecular structure, C49H65BFN5NaO3Te in a non-equilibrium geometry, from the Open Molecules 2025 dataset.

## Properties
charge = -1
strongest force on any atom = 1.7 eV/A
lowest unoccupied orbital energy = 0.69 eV
orbital gap = 2.60 eV
energy relative to the best compared isomer or geometry (same formula, charge and spin) = 0.000 eV

XYZ file:
```
126
Properties=species:S:1:pos:R:3:mulliken_charge:R:1
Na 0.997 0.391 3.665 0.9151
C -0.583 1.713 5.119 -1.3999
C -1.136 1.745 3.821 -0.4658
C -1.489 0.422 3.469 0.9563
C -1.138 -0.427 4.546 -1.1092
C -0.584 0.372 5.566 -1.0237
H -0.275 2.575 5.695 0.3778
H -1.309 2.634 3.229 0.4673
H -1.987 0.115 2.561 0.4497
H -1.298 -1.495 4.593 0.5599
H -0.285 0.029 6.547 0.5097
C 5.508 1.600 -2.474 -0.7277
C 5.526 0.141 -2.023 -1.1645
N 4.299 -0.263 -1.373 0.1792
C 4.254 -0.147 0.017 -0.2307
C 3.112 -0.127 0.708 -0.2055
C 3.250 0.066 2.200 -0.3494
O 4.057 -0.687 2.792 -0.8377
O 2.583 0.990 2.731 -0.7696
C 1.853 -0.249 -0.002 -0.0917
O 0.691 -0.287 0.794 0.3089
C 1.842 -0.325 -1.372 0.7837
C 0.673 -0.383 -2.215 0.4285
C 0.774 -0.473 -3.581 -0.2219
F -0.428 -0.414 -4.278 -0.5860
C 1.948 -0.555 -4.289 -0.5558
C 3.135 -0.470 -3.469 -1.1661
C 3.108 -0.343 -2.109 0.7681
N 2.132 -0.332 -5.695 0.2811
C 1.325 -1.038 -6.653 -0.7290
C -0.019 -0.385 -6.983 -0.6455
N 0.198 1.085 -7.245 -0.0510
C 0.937 1.755 -6.109 -0.6333
C 2.291 1.072 -6.027 -0.4907
H 6.433 1.864 -2.991 0.4402
H 5.392 2.253 -1.606 0.2564
H 4.665 1.777 -3.145 0.0115
H 6.331 -0.009 -1.304 0.5343
H 5.738 -0.521 -2.867 0.4067
H 5.209 -0.093 0.518 0.4801
H -0.327 -0.320 -1.823 0.7923
H 4.079 -0.517 -3.996 0.3821
H 1.124 -2.038 -6.269 0.4480
H 1.892 -1.139 -7.594 0.3921
H -0.704 -0.451 -6.144 0.3112
H -0.470 -0.815 -7.877 0.4361
H -0.693 1.544 -7.422 0.3868
H 0.774 1.182 -8.084 0.3747
H 0.376 1.571 -5.193 0.2547
H 0.981 2.823 -6.323 0.4248
H 2.889 1.545 -5.249 -0.0361
H 2.822 1.192 -6.987 0.3631
C 4.058 0.767 5.724 -0.8683
Te 3.178 -1.135 5.381 0.3782
C 2.611 -1.300 7.462 -1.1876
H 4.899 0.677 6.409 0.3641
H 3.309 1.447 6.128 0.2474
H 4.389 1.122 4.751 0.2126
H 1.927 -0.502 7.751 0.3096
H 3.495 -1.274 8.099 0.3388
H 2.108 -2.258 7.598 0.3237
C -4.572 -1.588 2.834 -1.5821
C -4.035 -1.908 1.436 1.9742
C -5.199 -2.269 0.509 -1.6476
C -2.968 -2.999 1.468 0.7303
C -3.362 -4.197 2.053 -0.5981
C -2.473 -5.233 2.243 -1.6049
C -1.170 -5.055 1.824 -1.1563
C -0.726 -3.899 1.180 0.2008
C 0.743 -3.962 0.781 0.8115
C 1.618 -3.225 1.800 -1.1286
C 0.991 -3.615 -0.682 -1.5484
C -1.647 -2.840 0.985 0.4044
N -1.402 -1.635 0.221 1.1866
B -0.614 -0.382 0.372 -0.9188
N -1.450 0.670 -0.245 1.0132
C -2.433 -0.016 -0.984 -1.1604
C -2.398 -1.324 -0.724 -1.2917
C -1.621 2.090 -0.100 -0.5272
C -2.878 2.598 0.305 0.7713
C -3.076 3.975 0.311 -0.7003
C -2.059 4.860 -0.004 -1.5082
C -0.819 4.352 -0.337 -0.7206
C -0.585 2.983 -0.411 0.2854
C 0.774 2.516 -0.875 2.8017
C 1.916 3.053 -0.011 -1.9494
C 0.993 2.862 -2.351 -1.6929
C -4.047 1.746 0.790 2.4405
C -5.235 1.808 -0.174 -1.8786
C -4.519 2.149 2.191 -1.4737
H -5.223 -0.710 2.787 0.3165
H -3.767 -1.364 3.526 0.2694
H -5.160 -2.417 3.238 0.4605
H -3.590 -0.996 1.051 -0.4102
H -5.750 -3.134 0.887 0.3818
H -4.854 -2.507 -0.498 0.3232
H -5.897 -1.432 0.439 0.3015
H -4.386 -4.303 2.391 0.3227
H -2.789 -6.157 2.712 0.3439
H -0.453 -5.853 1.977 0.3660
H 1.014 -5.017 0.879 0.7183
H 1.353 -2.175 1.869 -0.2077
H 2.675 -3.293 1.538 0.4230
H 1.480 -3.667 2.790 0.5362
H 0.541 -2.675 -0.971 0.1671
H 0.564 -4.394 -1.321 0.5655
H 2.062 -3.549 -0.888 0.3645
H -3.047 0.507 -1.698 0.5497
H -2.990 -2.108 -1.168 0.5010
H -4.044 4.362 0.606 0.3198
H -2.232 5.929 0.017 0.3853
H -0.008 5.031 -0.577 0.3742
H 0.806 1.440 -0.787 -0.8511
H 2.076 4.125 -0.167 0.4655
H 2.841 2.526 -0.259 0.0931
H 1.723 2.872 1.047 0.3989
H 1.001 3.948 -2.500 0.4554
H 0.206 2.428 -2.971 0.2668
H 1.950 2.453 -2.690 0.1652
H -3.713 0.714 0.843 -1.4257
H -5.655 2.817 -0.206 0.4071
H -6.026 1.128 0.155 0.4632
H -4.953 1.530 -1.191 0.2840
H -4.976 3.142 2.183 0.4506
H -3.700 2.147 2.906 0.1937
H -5.271 1.439 2.545 0.4207
```


One value per record, in order, for DFT total energy: -9401.784800; -5158.263845; -2960.731890 Eh.